{"formula": "C16H21GaINO3SeSi", "method": "wB97M-V/def2-TZVPD", "symbols": ["I", "Se", "Ga", "Si", "O", "O", "O", "N", "C", "C", "C", "C", "C", "C", "C", "C", "C", "C", "C", "C", "C", "C", "C", "C", "H", "H", "H", "H", "H", "H", "H", "H", "H", "H", "H", "H", "H", "H", "H", "H", "H", "H", "H", "H", "H"], "coordinates": [[-4.292, -0.322, 3.780], [0.855, 1.080, 2.200], [0.207, 0.354, 0.078], [1.281, 0.370, 5.334], [1.625, -0.863, -0.370], [-0.030, 0.938, -1.666], [0.865, 0.554, -2.552], [-1.823, 0.496, 0.369], [2.994, -0.171, 5.007], [-2.324, 0.066, 1.542], [4.025, -0.819, -1.672], [-3.893, 1.547, -0.117], [-0.002, -0.897, 5.605], [5.243, -0.843, -2.317], [2.492, -1.677, 0.040], [-2.594, 1.220, -0.458], [6.225, -1.741, -1.909], [4.776, -2.605, -0.205], [2.165, -2.600, 1.173], [0.899, 2.141, 5.553], [-4.414, 1.121, 1.094], [-3.610, 0.359, 1.936], [5.991, -2.621, -0.855], [3.779, -1.701, -0.606], [1.099, 2.447, 6.587], [3.590, -0.104, 5.925], [-0.995, -0.530, 5.336], [3.025, -1.206, 4.668], [1.519, 2.755, 4.898], [-1.672, -0.525, 2.171], [7.181, -1.759, -2.416], [5.435, -0.171, -3.142], [3.472, 0.471, 4.265], [3.250, -0.131, -1.983], [-4.488, 2.137, -0.800], [6.758, -3.320, -0.552], [0.211, -1.807, 5.043], [-0.151, 2.346, 5.340], [1.169, -2.383, 1.551], [2.897, -2.488, 1.974], [-0.032, -1.168, 6.668], [2.195, -3.637, 0.836], [4.602, -3.296, 0.610], [-5.426, 1.378, 1.377], [-2.156, 1.527, -1.396]], "charge": 2, "lumo_energy_ev": [-6.88, -8.96], "gap_ev": [7.47, 5.85]}


{"formula": "C6H9N3", "method": "wB97M-V/def2-TZVPD", "symbols": ["N", "N", "N", "C", "C", "C", "C", "C", "C", "H", "H", "H", "H", "H", "H", "H", "H", "H"], "coordinates": [[-2.402, -0.377, -0.689], [-0.397, 0.645, 0.108], [0.890, 0.383, 0.376], [0.898, -1.809, -0.481], [-1.277, -0.291, -0.253], [-0.724, 2.070, 0.361], [1.460, -0.675, -0.003], [2.822, -0.818, 0.488], [-3.605, -0.782, -0.785], [3.203, 0.184, 0.850], [3.426, -1.146, -0.463], [-3.908, -1.250, 0.116], [-0.976, 2.626, -0.484], [3.030, -1.498, 1.266], [-0.056, 2.409, 1.139], [-1.586, 2.175, 0.966], [1.448, -2.232, -1.408], [-4.140, -0.814, -1.766]], "relative_energy_ev": 7.861, "charge": 0, "lumo_energy_ev": [-0.68, -0.70], "gap_ev": [6.80, 6.60]}


{"formula": "C42H27BrF15GeIN5O2PS2V", "method": "wB97M-V/def2-TZVPD", "symbols": ["I", "Br", "Ge", "V", "S", "S", "P", "F", "F", "F", "F", "F", "F", "F", "F", "F", "F", "F", "F", "F", "F", "F", "O", "O", "N", "N", "N", "N", "N", "C", "C", "C", "C", "C", "C", "C", "C", "C", "C", "C", "C", "C", "C", "C", "C", "C", "C", "C", "C", "C", "C", "C", "C", "C", "C", "C", "C", "C", "C", "C", "C", "C", "C", "C", "C", "C", "C", "C", "C", "C", "C", "H", "H", "H", "H", "H", "H", "H", "H", "H", "H", "H", "H", "H", "H", "H", "H", "H", "H", "H", "H", "H", "H", "H", "H", "H", "H", "H"], "coordinates": [[-1.976, -1.571, -2.807], [0.886, -2.115, -4.717], [2.536, -0.324, -0.538], [-1.205, -0.698, -0.211], [-1.503, 0.554, 2.694], [0.480, 0.401, -1.079], [-2.500, 1.229, -0.532], [3.118, -2.701, 5.060], [6.042, -3.555, -2.709], [5.479, 4.876, -1.444], [5.211, -1.227, -1.523], [4.787, 0.113, 1.697], [5.207, 3.123, -3.486], [1.575, -5.030, -2.842], [4.367, 4.366, 0.972], [0.948, -2.453, 0.911], [2.990, 2.031, 1.346], [0.776, -2.764, -1.664], [1.085, -3.474, 3.402], [4.984, -0.948, 4.182], [4.215, -5.439, -3.363], [3.884, 0.748, -3.051], [-1.163, 1.662, 1.832], [-2.832, 0.487, 3.224], [-2.630, 3.904, -1.070], [-4.162, 2.560, -2.332], [-2.124, -2.357, 0.330], [-4.560, 2.934, -0.001], [-1.358, -0.705, 1.603], [1.799, 1.099, 4.868], [3.987, -1.301, 3.386], [3.041, -2.212, 3.838], [2.802, -1.071, 1.288], [3.535, 1.331, -0.820], [4.292, 3.471, 0.000], [4.066, 1.633, -2.063], [1.393, 0.716, 6.149], [-0.331, 0.492, 3.992], [-2.747, -2.514, 2.636], [-0.775, 0.123, 5.257], [-3.337, -4.246, 1.059], [2.479, -4.106, -2.534], [-1.799, -1.134, -4.913], [4.728, 2.826, -2.289], [3.622, 2.278, 0.185], [-1.735, -0.819, -7.646], [-5.179, 2.770, -1.308], [-3.374, -3.712, 2.349], [-2.098, -1.866, 1.591], [-3.630, 4.058, -0.012], [-3.279, 3.720, -2.363], [4.761, -3.341, -2.471], [-2.908, -0.619, -5.559], [4.856, 3.735, -1.244], [4.330, -2.166, -1.879], [0.945, 1.001, 3.786], [2.993, -1.932, -1.602], [-2.703, -3.536, 0.066], [2.087, -2.925, -1.932], [-0.623, -1.317, -6.985], [-2.869, -0.457, -6.935], [2.310, 0.857, 7.322], [3.824, -4.313, -2.803], [0.092, 0.235, 6.326], [-3.457, 1.316, -2.182], [-3.988, 1.727, 0.521], [-1.653, 2.904, -0.788], [2.005, -2.597, 3.002], [1.924, -2.031, 1.748], [-0.645, -1.469, -5.607], [3.864, -0.748, 2.120], [-1.710, -0.716, -8.722], [-0.249, -0.019, 7.321], [-4.188, 4.978, -0.187], [3.350, 0.930, 7.012], [2.198, 0.020, 8.008], [-3.872, 4.606, -2.588], [-3.895, -4.241, 3.136], [-5.737, 3.675, -1.547], [-2.753, -2.081, 3.624], [-3.685, 1.870, 1.549], [-2.523, 3.592, -3.139], [-3.798, -5.196, 0.833], [-0.964, 2.794, -1.629], [0.265, -1.598, -7.534], [-1.796, -0.208, 5.392], [-3.738, -0.063, -7.443], [-4.163, 0.484, -2.234], [-3.125, 4.119, 0.952], [-3.798, -0.364, -5.000], [-2.659, -3.896, -0.953], [2.788, 1.517, 4.729], [-5.866, 1.923, -1.293], [-1.090, 3.144, 0.109], [-4.717, 0.914, 0.480], [2.060, 1.763, 7.878], [-2.735, 1.218, -2.997], [1.237, 1.347, 2.803]], "charge": 2, "lumo_energy_ev": [-8.00, -7.22], "gap_ev": [5.42, 6.25], "spin_multiplicity": 2}


{"formula": "C5H10N2O2", "method": "wB97M-V/def2-TZVPD", "symbols": ["O", "O", "N", "N", "C", "C", "C", "C", "C", "H", "H", "H", "H", "H", "H", "H", "H", "H", "H"], "coordinates": [[1.297, 0.025, 1.845], [-0.673, 1.979, 0.094], [-1.409, -0.224, -0.001], [-2.248, -0.986, -0.842], [1.482, -0.106, 0.553], [-1.687, -0.352, 1.420], [3.087, 0.214, -1.420], [1.889, 0.105, -0.582], [-0.925, 0.989, -0.571], [2.951, -0.328, -2.357], [3.968, -0.245, -0.967], [-1.196, 0.450, 1.963], [-1.286, 1.040, -1.610], [0.722, 0.798, 2.009], [-3.200, -1.034, -0.481], [-2.739, -0.246, 1.702], [-1.928, -1.951, -0.857], [-1.461, -1.383, 1.711], [3.358, 1.254, -1.608]], "relative_energy_ev": 5.507, "charge": 0, "lumo_energy_ev": 0.68, "smiles": "CN(N)C=O.CC#CO", "gap_ev": 9.30}


{"formula": "C10H12BrN4", "method": "wB97M-V/def2-TZVPD", "symbols": ["Br", "N", "N", "N", "N", "C", "C", "C", "C", "C", "C", "C", "C", "C", "C", "H", "H", "H", "H", "H", "H", "H", "H", "H", "H", "H", "H"], "coordinates": [[4.591, 0.174, 0.122], [1.995, -0.817, 0.326], [0.795, 0.945, -1.386], [-0.191, 2.910, 1.507], [-1.304, 0.117, -0.637], [-0.023, -0.009, -0.708], [-2.426, 1.795, 1.136], [-1.234, 2.410, 1.335], [0.079, 1.942, -2.031], [2.734, 0.041, -0.303], [1.027, -3.293, 1.113], [0.722, -0.934, 0.107], [0.033, -2.265, 0.588], [-3.642, 1.295, 1.078], [2.134, 0.965, -1.129], [-3.755, 0.180, 1.104], [-0.679, -2.121, 1.362], [0.109, 1.784, -3.192], [-1.893, -0.477, -0.096], [0.518, -4.173, 1.440], [-0.515, -2.450, -0.268], [-4.533, 1.893, 1.264], [0.499, 2.941, -1.780], [1.572, -2.903, 1.894], [2.710, 1.699, -1.613], [1.640, -3.542, 0.346], [-0.960, 1.892, -1.580]], "relative_energy_ev": 0.349, "charge": 1, "lumo_energy_ev": [-4.76, -7.02], "gap_ev": [8.34, 5.17]}


{"formula": "C30H50As2N2O3P2SV", "method": "wB97M-V/def2-TZVPD", "symbols": ["As", "As", "V", "S", "P", "P", "O", "O", "O", "N", "N", "C", "C", "C", "C", "C", "C", "C", "C", "C", "C", "C", "C", "C", "C", "C", "C", "C", "C", "C", "C", "C", "C", "C", "C", "C", "C", "C", "C", "C", "C", "H", "H", "H", "H", "H", "H", "H", "H", "H", "H", "H", "H", "H", "H", "H", "H", "H", "H", "H", "H", "H", "H", "H", "H", "H", "H", "H", "H", "H", "H", "H", "H", "H", "H", "H", "H", "H", "H", "H", "H", "H", "H", "H", "H", "H", "H", "H", "H", "H", "H"], "coordinates": [[-0.292, -3.199, -1.733], [1.498, -0.306, -1.821], [0.008, 0.227, 0.266], [-2.206, -1.444, 2.342], [1.483, -1.402, 1.618], [2.127, 1.488, 1.093], [-1.344, -0.084, -0.902], [-0.655, 1.010, 1.895], [-1.177, -1.611, 1.210], [-0.357, 2.070, -0.254], [-0.447, 3.001, 0.790], [-1.062, 4.437, 3.219], [0.527, -0.945, -3.409], [-3.555, -0.532, 1.646], [3.280, -0.911, 1.683], [2.491, 1.184, -2.562], [-1.774, 0.489, -2.011], [-0.782, -2.600, -4.556], [-2.930, -0.137, -2.698], [-1.793, 4.272, 5.509], [0.333, -4.899, -2.463], [-0.185, -2.148, -3.380], [-2.190, -3.629, -1.670], [-0.635, 2.549, -1.465], [0.594, -0.204, -4.587], [2.683, 3.076, 0.412], [-1.779, 2.886, 5.425], [-0.017, -0.663, -5.744], [-1.432, 5.045, 4.408], [1.649, -3.153, 1.161], [-0.680, 2.350, 1.889], [-0.701, -1.871, -5.733], [3.577, 0.401, 0.941], [-1.050, 3.046, 3.133], [-1.244, 1.691, -2.406], [2.142, 1.838, 2.885], [-1.403, 2.274, 4.237], [1.014, -1.563, 3.372], [-0.536, 4.019, -1.728], [2.905, -1.653, -1.911], [-2.990, -3.019, 2.432], [-2.652, -1.101, -3.127], [2.454, -2.637, -1.908], [-0.339, -5.252, -3.245], [-1.315, -3.543, -4.561], [3.174, 1.794, 3.232], [-0.791, 5.033, 2.356], [1.954, 3.846, 0.658], [0.675, -3.631, 1.153], [-2.286, -4.584, -1.156], [-2.613, -3.726, -2.668], [1.754, 2.840, 3.059], [-3.229, 0.498, 1.531], [3.638, 3.320, 0.879], [0.041, -0.074, -6.652], [-3.804, -0.979, 0.683], [3.628, -1.582, -1.103], [-4.400, -0.583, 2.335], [2.952, 0.864, -3.490], [0.518, -0.676, 3.756], [0.364, -5.639, -1.665], [3.776, 0.221, -0.109], [-2.088, 4.753, 6.434], [-1.403, 4.529, -1.304], [1.907, -1.769, 3.961], [1.106, 0.745, -4.620], [1.853, 2.044, -2.744], [-3.428, -3.261, 1.461], [-3.299, 0.511, -3.490], [-2.733, -2.871, -1.110], [3.282, 1.461, -1.874], [2.810, 3.047, -0.665], [0.333, -2.405, 3.475], [2.288, -3.615, 1.915], [-1.554, 2.112, -3.352], [-2.225, -3.745, 2.705], [4.451, 0.910, 1.346], [-1.443, 6.125, 4.478], [-3.729, -0.306, -1.974], [-2.056, 2.285, 6.283], [1.334, -4.789, -2.880], [0.346, 4.445, -1.253], [3.866, -1.731, 1.270], [3.561, -0.820, 2.732], [-1.168, -2.244, -6.638], [2.107, -3.264, 0.183], [3.406, -1.501, -2.862], [1.533, 1.144, 3.457], [-1.384, 1.192, 4.162], [-3.753, -2.975, 3.213], [-0.515, 4.207, -2.800]], "charge": 2, "lumo_energy_ev": [-6.48, -5.67], "gap_ev": [6.82, 7.67], "spin_multiplicity": 2}


{"formula": "C30H30N5O2RhS", "method": "wB97M-V/def2-TZVPD", "symbols": ["Rh", "S", "O", "O", "N", "N", "N", "N", "N", "C", "C", "C", "C", "C", "C", "C", "C", "C", "C", "C", "C", "C", "C", "C", "C", "C", "C", "C", "C", "C", "C", "C", "C", "C", "C", "C", "C", "C", "C", "H", "H", "H", "H", "H", "H", "H", "H", "H", "H", "H", "H", "H", "H", "H", "H", "H", "H", "H", "H", "H", "H", "H", "H", "H", "H", "H", "H", "H", "H"], "coordinates": [[-0.941, -0.249, -0.319], [-5.685, 0.508, -5.881], [-6.564, -0.489, -3.589], [-3.054, 0.228, -0.120], [1.443, -0.959, 0.488], [1.577, 0.067, -2.105], [3.534, -0.737, -2.543], [-0.739, -0.187, 1.874], [-0.147, -1.176, 3.757], [1.157, -1.760, 1.681], [-3.185, 1.546, 4.081], [-1.557, 0.302, 2.898], [0.079, -1.052, 2.440], [-0.280, 0.618, -3.252], [-6.872, -0.138, -4.697], [-2.148, 1.766, -4.453], [-3.411, 1.728, -5.023], [-1.198, -0.326, 4.090], [-3.698, 1.413, -0.671], [-2.827, 0.891, 5.270], [2.002, 0.606, -3.287], [-3.719, -0.519, -4.217], [3.504, -0.015, -5.037], [-2.474, -0.463, -3.612], [-8.259, -0.221, -5.264], [-5.162, -0.532, -0.787], [3.175, 0.041, -3.651], [2.531, -0.737, -1.643], [-5.060, 0.951, -1.190], [-1.663, 0.669, -3.741], [0.903, 1.126, -4.097], [-4.104, -0.692, 0.284], [-2.560, 1.267, 2.883], [0.116, 0.116, -2.055], [1.182, 0.716, -5.523], [2.429, 0.287, -5.909], [2.453, -1.541, -0.389], [-1.823, -0.054, 5.301], [-4.189, 0.576, -4.935], [-5.132, 1.048, -2.268], [-6.152, -0.797, -0.423], [4.394, -1.255, -2.435], [-2.083, -1.344, -3.115], [2.034, -1.906, 2.321], [-5.857, 1.544, -0.746], [-3.785, 2.586, -5.565], [-3.792, 2.147, 0.131], [-8.249, -0.690, -6.247], [-4.305, -1.425, -4.161], [-4.454, -0.387, 1.273], [-3.966, 2.294, 4.112], [-1.544, 2.658, -4.566], [-3.037, 1.804, -1.443], [4.450, -0.374, -5.412], [3.444, -1.600, 0.077], [-2.824, 1.788, 1.974], [0.415, 0.881, -6.268], [-3.346, 1.143, 6.185], [0.858, 2.229, -4.076], [-8.661, 0.786, -5.378], [1.737, -0.031, 0.782], [2.599, 0.131, -6.966], [2.153, -2.563, -0.639], [-4.946, -1.166, -1.645], [-3.661, -1.686, 0.350], [-8.885, -0.787, -4.579], [0.816, -2.750, 1.367], [-1.537, -0.547, 6.220], [0.374, -1.758, 4.393]], "relative_energy_ev": 0.902, "charge": 2, "lumo_energy_ev": [-5.16, -7.22], "gap_ev": [7.49, 5.93], "spin_multiplicity": 5}


{"formula": "C36H20CaF12N4OSSb", "method": "wB97M-V/def2-TZVPD", "symbols": ["Sb", "Ca", "S", "F", "F", "F", "F", "F", "F", "F", "F", "F", "F", "F", "F", "O", "N", "N", "N", "N", "C", "C", "C", "C", "C", "C", "C", "C", "C", "C", "C", "C", "C", "C", "C", "C", "C", "C", "C", "C", "C", "C", "C", "C", "C", "C", "C", "C", "C", "C", "C", "C", "C", "C", "C", "C", "H", "H", "H", "H", "H", "H", "H", "H", "H", "H", "H", "H", "H", "H", "H", "H", "H", "H", "H", "H"], "coordinates": [[-1.156, -2.078, -1.185], [1.204, -0.423, 0.041], [-0.399, 2.630, 0.136], [2.974, 2.722, 4.938], [3.442, -0.498, 1.458], [3.761, 0.914, -1.117], [5.339, 3.676, 4.379], [-1.518, -5.138, -6.558], [3.617, -1.127, -1.866], [5.825, 0.426, 0.930], [4.098, 0.500, -3.228], [1.620, 1.642, -2.684], [1.439, -0.451, -3.376], [-4.774, 2.808, -2.554], [-4.884, -5.375, 2.541], [0.516, 1.578, 0.781], [8.086, 4.604, 3.503], [0.945, -1.562, 2.357], [0.070, 1.606, 5.044], [8.597, 1.574, 0.604], [5.742, 2.089, 2.643], [1.394, -0.666, 2.928], [1.836, 0.327, -2.291], [-2.053, 2.350, 0.844], [0.926, 1.135, 4.440], [-2.703, 1.720, -2.698], [3.940, 0.500, 2.216], [-4.558, 0.726, -1.497], [3.112, 1.032, 3.267], [-1.439, -4.477, -5.398], [-4.087, -4.669, 1.729], [6.985, 2.564, 2.363], [-2.449, -3.213, 0.055], [3.341, 0.167, -2.193], [1.888, 0.509, 3.577], [-2.437, -0.427, -1.613], [-4.010, 1.747, -2.251], [-2.230, 3.310, 2.016], [-0.216, -4.393, -4.762], [-1.501, 4.588, 1.607], [-3.760, -0.365, -1.178], [-2.500, -3.213, -3.684], [-2.687, -2.784, 1.360], [-3.036, -4.394, -0.390], [-0.143, -3.705, -3.560], [-3.861, -5.132, 0.449], [-2.585, -3.898, -4.885], [-3.514, -3.505, 2.206], [-1.915, 0.623, -2.372], [-1.281, -3.119, -3.014], [3.673, 2.173, 3.959], [4.891, 2.660, 3.676], [-0.130, 4.133, 1.120], [7.847, 1.987, 1.369], [5.157, 0.972, 1.917], [7.575, 3.690, 3.033], [0.654, -4.853, -5.210], [-5.592, 0.788, -1.183], [-2.319, 2.535, -3.297], [-4.184, -1.177, -0.599], [0.816, -3.618, -3.063], [-1.400, 5.293, 2.431], [-3.715, -3.186, 3.220], [0.410, 4.861, 0.519], [-3.286, 3.487, 2.215], [-1.784, 2.893, 2.922], [-2.042, 5.095, 0.806], [-2.226, -1.875, 1.734], [0.497, 3.799, 1.949], [-0.892, 0.594, -2.734], [-3.517, -3.984, -5.428], [-2.763, 2.534, 0.038], [-2.093, 1.292, 1.101], [-4.326, -6.052, 0.122], [-2.858, -4.751, -1.397], [-3.389, -2.745, -3.278]], "relative_energy_ev": 0.815, "charge": 1, "lumo_energy_ev": -6.31, "gap_ev": 4.90}


Question: What is the charge in the second record?
Answer: 0